1.
# C35H38FN7O5S2Ti

C35H38FN7O5S2Ti as an isolated structure (ωB97M-V/def2-TZVPD, the OMol25 dataset).

Cartesian coordinates (Å):
Ti: -0.9513 -0.9928 -2.0957
C: -3.7995 0.3937 1.3289
C: -2.8488 -0.3827 0.4697
N: -2.4824 0.0427 -0.7200
N: -2.9521 1.2724 -1.0884
C: -2.1998 1.9060 -1.8954
S: -0.7348 1.3561 -2.6876
S: -2.7189 3.4671 -2.3120
C: -4.4400 3.5304 -1.6395
C: -5.5240 3.1924 -2.5897
C: -5.2817 3.0148 -3.9469
C: -6.3558 2.8509 -4.8467
C: -7.6606 2.7715 -4.3764
C: -7.9195 3.1234 -3.0311
C: -6.8780 3.2480 -2.1475
C: -2.3582 -1.6634 1.0070
C: -2.6840 -2.0140 2.3196
C: -2.2765 -3.2176 2.8463
C: -1.6083 -4.1465 2.0648
C: -1.3131 -3.8512 0.7233
C: -1.7042 -2.6210 0.2172
O: -1.4616 -2.3755 -1.0564
H: -4.3170 1.1304 0.7825
H: -3.3757 0.9233 2.1583
H: -4.6180 -0.2409 1.6511
H: -4.5524 4.5745 -1.4050
H: -4.4364 2.8989 -0.7863
H: -4.2403 3.0096 -4.3562
H: -6.2053 2.8245 -5.9467
H: -8.4726 2.6003 -5.0555
H: -8.9138 3.3130 -2.6745
H: -7.1796 3.6187 -1.1761
H: -3.1982 -1.3302 2.9618
H: -2.5361 -3.4187 3.8653
H: -1.4320 -5.0956 2.4990
H: -0.8290 -4.5951 0.1327
F: 2.3292 0.6796 3.7111
C: 2.8246 0.2409 2.5155
C: 1.9978 0.0583 1.4311
C: 2.5694 -0.2183 0.2248
C: 1.7265 -0.4558 -0.9314
O: 0.5089 -0.5523 -0.7720
C: 2.4299 -0.6929 -2.1199
C: 3.8138 -0.6767 -2.1485
N: 4.5746 -0.4492 -1.1164
C: 6.0653 -0.4742 -1.1732
C: 6.7075 0.3429 -2.2048
C: 6.7113 0.8677 -0.8436
C: 3.9902 -0.3020 0.1508
C: 4.8198 -0.2206 1.3244
C: 4.2304 -0.0026 2.5478
N: 5.0207 0.0539 3.6968
C: 4.5164 -0.9114 4.6871
C: 5.4649 -1.0579 5.8729
N: 5.6974 0.3124 6.4204
C: 6.3362 1.1848 5.3575
C: 5.3463 1.4005 4.2079
C: 1.6900 -1.1114 -3.3373
O: 2.2358 -1.1112 -4.4037
O: 0.4755 -1.5585 -3.1272
H: 0.9387 0.2297 1.4963
H: 4.3485 -0.8568 -3.0939
H: 6.5084 -1.4258 -0.7563
H: 6.0439 0.6651 -3.0332
H: 7.6802 0.0083 -2.6205
H: 6.0190 1.6832 -0.5820
H: 7.6606 0.9365 -0.2411
H: 5.8860 -0.3784 1.2988
H: 4.4957 -1.8481 4.1804
H: 3.5592 -0.6256 5.0895
H: 6.4731 -1.4944 5.7192
H: 4.9192 -1.6000 6.6749
H: 6.2810 0.3050 7.2365
H: 4.7653 0.6823 6.6869
H: 7.2241 0.6964 4.9916
H: 6.6380 2.1329 5.7803
H: 5.8322 2.0007 3.4043
H: 4.4750 1.9980 4.5455
C: -5.9334 -0.9772 -3.0660
N: -4.5021 -0.7580 -3.0509
C: -3.5897 -1.6811 -3.3524
N: -3.8921 -2.9604 -3.5788
O: -2.3569 -1.3597 -3.3685
H: -6.4384 -0.0363 -3.2997
H: -6.2967 -1.2912 -2.1016
H: -6.2338 -1.7253 -3.8112
H: -4.1556 0.1547 -2.7897
H: -4.8376 -3.3428 -3.6619
H: -3.1344 -3.5952 -3.8605

Atoms 1-6, force components in eV/Å:
Ti -0.5 0.5 0.0
C -0.7 -0.5 -0.4
C 0.4 0.3 -0.9
N 0.9 -1.3 1.1
N -0.6 -0.6 0.6
C 0.2 -0.3 -0.5

The spin multiplicity is 1. The highest occupied orbital energy is -0.441 Eh. Its net charge is +2.

2.
# C2H40O20V

C2H40O20V as an isolated structure (ωB97M-V/def2-TZVPD, the OMol25 dataset).

Cartesian coordinates (Å):
V: -0.9398 -3.2983 -1.5858
O: -0.9266 -1.5195 -0.6302
C: 0.1608 -0.6997 -0.2911
C: -0.3013 0.5975 0.4632
O: 0.8762 1.3317 0.6703
H: 0.6151 -0.4081 -1.2321
H: 0.7594 -1.3760 0.3921
H: -0.7948 0.5552 1.4266
H: -1.0175 1.2398 -0.0468
O: 2.5696 1.5288 -2.2586
H: 1.9972 2.2083 -1.8924
H: 3.0279 2.1011 -2.8766
O: -3.0515 -2.8208 -2.2596
H: -3.7388 -2.2041 -1.9929
H: -3.1866 -2.9295 -3.2179
O: 1.0630 -3.7735 -1.0152
H: 1.7708 -3.1740 -1.2638
H: 1.4900 -4.6535 -1.0302
O: -2.9331 2.0997 1.5636
H: -2.8455 1.3415 0.9792
H: -2.0673 2.3111 1.9364
O: 2.6581 3.0623 1.4700
H: 3.2591 3.0449 0.7470
H: 1.9206 2.4745 1.1531
O: -3.0557 -0.1350 0.1087
H: -2.3042 -0.6315 -0.1645
H: -3.7630 -0.6681 -0.2817
O: 3.5064 -2.2819 0.8661
H: 2.7602 -2.7765 1.2414
H: 3.1458 -1.5130 0.4988
O: -2.9134 -0.0092 3.4609
H: -3.6019 0.2184 4.1118
H: -2.8140 0.7967 2.8895
O: 0.6484 0.5137 -3.7500
H: -0.2038 0.3219 -3.3060
H: 1.2007 0.7239 -2.9843
O: 1.5472 -3.2223 2.2775
H: 0.6963 -2.8368 2.3027
H: 1.3499 -4.1370 2.2701
O: 1.4567 -0.2503 2.7295
H: 1.1811 0.1975 1.9077
H: 0.7294 -0.3841 3.3038
O: 2.5854 -1.7995 -1.8363
H: 2.0546 -1.0113 -1.6900
H: 2.7760 -1.9051 -2.7672
O: 0.5963 3.0507 -1.2156
H: 0.6019 2.3372 -0.5015
H: 0.1245 2.8655 -2.0224
O: -0.9706 -2.1282 2.0709
H: -0.6568 -1.7384 1.2665
H: -1.6027 -1.4760 2.4465
O: -1.7763 0.4800 -2.5607
H: -1.5242 0.0061 -1.7655
H: -2.2074 1.2914 -2.3414
O: 3.2360 0.4226 0.3266
H: 3.2951 0.7916 -0.5656
H: 2.2935 0.7499 0.4906
O: -0.5550 2.8626 2.3423
H: -0.2148 2.8211 3.2351
H: 0.0217 2.2233 1.7616
O: -2.5476 2.8267 -1.3424
H: -1.9926 3.3286 -0.7323
H: -3.4676 3.0353 -1.2895

Atoms 1-6, force components in eV/Å:
V 0.3 2.5 1.6
O -1.3 -2.3 -2.1
C -0.8 -0.4 1.7
C 1.2 0.4 -0.5
O -1.3 0.0 -0.4
H 0.5 0.4 0.3

The spin multiplicity is 4. The highest occupied orbital energy (spin up / spin down) is -0.327 / -0.327 Eh. Its expectation value of S² is 3.7598.

Ordered energy above the lowest of the compared OMol25 structures with the same formula, charge and spin results: 6.64 105.15; unit kcal per mole.